The following is a DFT calculation (the ωB97M-V functional and the def2-TZVPD basis) of C20H28N3RuS4 as an isolated structure.

Geometry as XYZ:
```
56
Properties=species:S:1:pos:R:3
Ru -0.352 -0.641 -0.161
C -2.901 -1.251 -2.285
C -3.616 -0.204 -1.446
S -2.430 1.123 -1.146
C -2.946 1.894 0.418
C -2.099 1.418 1.591
S -0.368 1.661 1.075
C 0.575 1.404 2.587
C 0.554 -0.020 3.108
S 1.010 -1.265 1.874
C 0.202 -4.224 1.868
C -2.187 -3.621 1.695
S -1.693 -2.206 -1.328
H -2.442 -0.798 -3.166
H -3.627 -1.986 -2.634
H -3.950 -0.623 -0.497
H -4.467 0.217 -1.982
H -4.003 1.699 0.591
H -2.820 2.966 0.269
H -2.269 0.362 1.814
H -2.298 1.996 2.495
H 0.196 2.091 3.344
H 1.584 1.725 2.325
H -0.438 -0.315 3.456
H 1.258 -0.127 3.934
H -0.085 -5.253 2.031
H 1.261 -4.000 1.856
H -2.647 -3.295 0.754
H -2.326 -4.698 1.753
N -0.501 -1.906 1.509
C -0.726 -3.288 1.689
N -2.950 -2.996 2.745
C -2.609 -1.883 3.256
N -2.376 -0.821 3.720
C 2.074 -2.036 -1.740
C 1.677 -0.698 -2.372
C 1.017 -0.970 -3.741
C 0.623 0.051 -1.618
C 2.882 0.241 -2.454
C 3.403 0.711 -3.653
C 4.499 1.566 -3.656
C 5.077 1.972 -2.464
C 4.557 1.517 -1.259
C 3.470 0.658 -1.258
H 1.206 -2.686 -1.620
H 2.562 -1.897 -0.775
H 2.779 -2.550 -2.395
H 0.153 -1.625 -3.612
H 1.739 -1.480 -4.379
H 0.701 -0.053 -4.239
H 0.482 1.065 -2.005
H 2.969 0.413 -4.598
H 4.899 1.916 -4.599
H 5.929 2.638 -2.471
H 5.005 1.826 -0.323
H 3.078 0.295 -0.313
```

Properties
LUMO level (alpha / beta): -3.567 / -4.880 eV
E: -71576.9960 eV
frontier orbital gap (alpha / beta): 0.2731 / 0.2350 hartree
charge: +1
2S+1: 5



The following is a DFT calculation (the ωB97M-V functional and the def2-TZVPD basis) of one molecule with the formula C20H28N4O3S in a non-equilibrium geometry.

Geometry as XYZ:
```
56
Properties=species:S:1:pos:R:3
C -5.876 -2.722 0.257
C -4.896 -1.591 0.216
C -4.261 -1.256 -0.978
C -3.371 -0.199 -1.031
C -3.114 0.527 0.117
S -1.946 1.876 0.014
O -2.319 2.752 -1.056
O -1.774 2.441 1.327
N -0.588 1.016 -0.481
C 0.078 0.327 0.600
C 1.057 1.243 1.351
N 1.957 1.882 0.420
C 3.292 1.734 0.266
O 3.906 2.355 -0.582
C 4.051 0.765 1.163
C 4.504 -0.429 0.307
N 3.409 -1.270 -0.086
N 2.790 -1.062 -1.249
C 1.824 -1.960 -1.328
C 0.901 -2.030 -2.491
C 1.813 -2.776 -0.174
C 0.863 -3.890 0.102
C 2.851 -2.298 0.604
C 3.369 -2.748 1.923
C 1.231 2.659 -0.570
C 0.326 1.716 -1.362
C -3.730 0.214 1.311
C -4.621 -0.845 1.357
H -6.842 -2.385 -0.121
H -6.017 -3.081 1.273
H -5.543 -3.546 -0.370
H -4.470 -1.829 -1.869
H -2.874 0.080 -1.946
H -0.691 -0.035 1.285
H 0.612 -0.526 0.176
H 1.592 0.662 2.100
H 0.476 2.023 1.857
H 3.487 0.426 2.028
H 4.945 1.288 1.509
H 4.960 -0.042 -0.608
H 5.236 -1.029 0.855
H 1.250 -1.361 -3.273
H 0.859 -3.047 -2.880
H -0.107 -1.736 -2.195
H -0.165 -3.534 0.042
H 1.029 -4.309 1.092
H 0.986 -4.685 -0.634
H 2.775 -3.581 2.287
H 4.405 -3.078 1.839
H 3.328 -1.946 2.661
H 1.961 3.141 -1.221
H 0.620 3.414 -0.063
H -0.281 2.272 -2.075
H 0.935 0.970 -1.881
H -3.506 0.807 2.184
H -5.109 -1.094 2.288
```

Properties
LUMO level: 0.512 eV
ΔE to the lowest compared entry with this formula, charge and spin: 2.204 eV
E: -44133.0589 eV
frontier orbital gap: 0.3363 hartree
charge: 0



The following is a DFT calculation (the ωB97M-V functional and the def2-TZVPD basis) of one molecule with the formula C20H28N4O3S.

Geometry as XYZ:
```
56
Properties=species:S:1:pos:R:3
C 4.191 3.569 2.798
O 3.052 3.190 2.063
C 2.881 1.881 1.744
C 3.757 0.862 2.105
C 3.488 -0.445 1.731
C 2.357 -0.724 0.997
S 2.027 -2.402 0.503
O 2.249 -2.553 -0.908
O 2.722 -3.285 1.398
N 0.379 -2.511 0.770
C -0.480 -3.079 -0.240
C -1.637 -2.135 -0.642
C -2.472 -1.898 0.590
C -2.102 -0.962 1.550
C -2.876 -0.825 2.690
C -3.993 -1.634 2.832
N -4.355 -2.528 1.927
C -3.614 -2.652 0.841
N -1.206 -0.861 -1.216
C -0.302 -1.016 -2.350
C 0.085 0.347 -2.914
N -1.093 1.076 -3.344
C -0.754 2.339 -3.958
C -1.984 1.241 -2.215
C -2.379 -0.122 -1.666
C 1.476 0.278 0.630
C 1.720 1.587 1.002
C 0.788 2.700 0.641
H 4.114 4.648 2.921
H 5.114 3.332 2.259
H 4.211 3.093 3.783
H 4.646 1.072 2.677
H 4.146 -1.253 2.008
H 0.178 -2.787 1.716
H -0.927 -4.019 0.104
H 0.147 -3.300 -1.104
H -2.244 -2.699 -1.381
H -1.225 -0.355 1.394
H -2.617 -0.107 3.453
H -4.631 -1.568 3.703
H -3.954 -3.395 0.130
H 0.611 -1.517 -2.029
H -0.779 -1.608 -3.150
H 0.735 0.196 -3.779
H 0.651 0.912 -2.152
H -1.668 2.826 -4.296
H -0.117 2.154 -4.821
H -0.226 3.019 -3.270
H -2.882 1.766 -2.551
H -1.515 1.838 -1.411
H -3.062 0.012 -0.824
H -2.910 -0.678 -2.458
H 0.598 0.017 0.057
H 1.289 3.409 -0.017
H 0.490 3.245 1.535
H -0.096 2.311 0.144
```

Properties
LUMO level: 0.583 eV
ΔE to the lowest compared entry with this formula, charge and spin: 3.400 eV
E: -44131.8623 eV
frontier orbital gap: 0.3436 hartree
charge: 0



The following is a DFT calculation (the ωB97M-V functional and the def2-TZVPD basis) of a 2-piece molecular cluster, C20H28N5O6 overall in a non-equilibrium geometry.

Geometry as XYZ:
```
59
Properties=species:S:1:pos:R:3
O -1.918 -1.915 2.163
O 3.672 3.557 -1.541
O 0.799 5.377 1.507
O -2.827 -3.968 2.390
O 1.406 -2.106 -1.529
O -2.477 -5.572 0.398
C -2.027 -3.068 1.769
C 3.561 2.726 -0.649
C 1.546 4.937 0.638
C -3.708 1.310 1.551
C 0.705 -5.855 -3.499
C -0.271 -6.709 -2.988
C -0.275 -2.652 0.031
C -1.279 -3.488 0.562
C 0.947 -4.623 -2.884
C -1.007 -6.331 -1.863
C 0.458 -2.999 -1.100
C -1.518 -4.721 -0.085
C 0.219 -4.229 -1.743
C -0.776 -5.095 -1.226
N -3.708 0.248 2.304
N 2.604 5.617 0.187
N -2.715 1.600 0.728
N 2.483 2.655 0.138
N -4.742 2.096 1.642
C 4.668 1.732 -0.385
C 3.002 6.949 0.641
C -1.475 0.818 0.549
C -0.372 1.607 -0.170
C 0.073 2.834 0.645
C 1.301 3.538 0.036
H -3.145 -3.522 3.191
H 1.945 -2.500 -2.233
H -2.798 -5.214 1.255
H 1.275 -6.149 -4.377
H -0.459 -7.668 -3.463
H -0.030 -1.710 0.511
H 1.711 -3.986 -3.314
H -1.764 -7.012 -1.483
H -4.459 0.059 2.935
H -2.927 -0.401 2.235
H 3.158 5.169 -0.536
H -2.799 2.440 0.183
H 2.496 1.964 0.871
H -4.785 2.939 1.097
H -5.486 1.875 2.277
H 5.484 1.925 -1.081
H 4.295 0.720 -0.533
H 5.029 1.850 0.635
H 3.888 7.281 0.098
H 2.191 7.659 0.468
H 3.225 6.926 1.709
H -1.089 0.504 1.521
H -1.698 -0.076 -0.037
H 0.476 0.936 -0.318
H -0.729 1.927 -1.149
H 0.306 2.534 1.668
H -0.760 3.539 0.677
H 1.101 3.720 -1.022
```

Properties
LUMO level: -2.619 eV
E: -40927.1593 eV
frontier orbital gap: 0.2767 hartree
charge: +1



The following is a DFT calculation (the ωB97M-V functional and the def2-TZVPD basis) of one molecule with the formula C20H28N6S in a non-equilibrium geometry.

Geometry as XYZ:
```
55
Properties=species:S:1:pos:R:3
C 0.227 0.916 -4.452
C 0.419 1.334 -3.028
C 1.663 1.847 -2.622
C 1.879 2.250 -1.334
C 0.852 2.135 -0.381
C 1.022 2.500 0.970
C -0.018 2.351 1.852
C 0.096 2.714 3.206
N 0.150 3.009 4.315
C -1.263 1.813 1.364
N -2.308 1.705 2.211
C -3.600 1.211 1.808
C -3.732 -0.306 1.958
N -2.755 -0.983 1.139
C -2.111 -2.087 1.557
S -2.518 -2.872 2.963
N -1.126 -2.614 0.801
C -0.509 -2.113 -0.403
C 1.014 -2.190 -0.304
C 1.537 -1.282 0.824
N 2.965 -1.282 1.049
C 3.740 -0.815 -0.078
C 3.482 -2.524 1.582
N -1.419 1.452 0.111
C -0.410 1.612 -0.775
C -0.619 1.225 -2.121
C -1.962 0.714 -2.546
H 1.151 1.018 -5.014
H -0.103 -0.121 -4.508
H -0.538 1.528 -4.930
H 2.457 1.927 -3.351
H 2.832 2.657 -1.030
H 1.973 2.889 1.305
H -2.133 1.834 3.195
H -4.365 1.699 2.416
H -3.743 1.490 0.761
H -4.744 -0.610 1.662
H -3.579 -0.615 2.998
H -2.385 -0.437 0.370
H -0.750 -3.477 1.168
H -0.852 -2.701 -1.266
H -0.800 -1.074 -0.561
H 1.312 -3.224 -0.115
H 1.441 -1.876 -1.257
H 1.058 -1.568 1.764
H 1.246 -0.252 0.600
H 3.809 -1.548 -0.896
H 4.752 -0.595 0.264
H 3.295 0.100 -0.467
H 3.502 -3.342 0.845
H 4.501 -2.355 1.927
H 2.875 -2.830 2.432
H -2.667 0.794 -1.725
H -2.338 1.295 -3.388
H -1.900 -0.327 -2.864
```

Properties
LUMO level: -0.485 eV
ΔE to the lowest compared entry with this formula, charge and spin: 0.019 eV
E: -40971.4649 eV
frontier orbital gap: 0.2712 hartree
charge: 0



The following is a DFT calculation (the ωB97M-V functional and the def2-TZVPD basis) of C20H28NO2Ti as an isolated structure in a non-equilibrium geometry.

Geometry as XYZ:
```
52
Properties=species:S:1:pos:R:3
O 0.390 0.572 -2.235
C 1.233 -0.458 -2.782
C 0.759 -0.373 -4.224
H 0.951 -1.458 -2.461
H 2.276 -0.173 -2.625
C -0.054 0.777 -3.610
H 0.182 -1.245 -4.550
H 1.586 -0.208 -4.927
C -1.543 0.448 -3.801
H -1.883 -0.539 -3.408
H -1.630 0.298 -4.896
H -2.211 1.290 -3.522
C 0.401 2.060 -4.193
H 1.445 2.230 -3.988
H -0.198 2.914 -3.926
H 0.332 1.892 -5.260
Ti -0.570 0.473 2.163
C 0.603 1.984 3.407
C 1.302 0.729 3.500
C 1.899 0.443 2.210
H 1.434 0.176 4.437
C 1.523 1.533 1.324
C 0.759 2.480 2.069
H 0.516 3.494 1.731
H 0.182 2.560 4.229
H 2.684 -0.279 1.940
H 1.795 1.648 0.257
C -2.616 1.227 2.845
C -2.230 2.163 1.798
C -2.107 1.432 0.563
H -2.205 3.260 1.873
C -2.504 0.068 0.812
C -2.814 -0.060 2.201
H -3.188 -0.975 2.659
H -2.792 1.486 3.911
H -1.887 1.833 -0.434
H -2.653 -0.672 0.021
O -0.348 -1.817 1.320
C 0.335 -1.170 0.229
C 1.665 -1.935 -0.016
H 0.633 -0.105 0.313
H -0.355 -1.036 -0.652
C 1.451 -3.328 0.577
H 2.612 -1.379 0.163
H 1.632 -2.046 -1.070
C 0.522 -3.015 1.752
H 2.365 -3.805 0.936
H 0.951 -3.979 -0.203
H 1.116 -2.738 2.664
H -0.177 -3.793 2.058
N -0.758 -1.886 4.799
C -0.809 -0.996 4.020
```

Properties
LUMO level (alpha / beta): 0.412 / 0.410 eV
ΔE to the lowest compared entry with this formula, charge and spin: 2.029 eV
E: -49891.1165 eV
frontier orbital gap (alpha / beta): 0.2873 / 0.3290 hartree
charge: 0
2S+1: 2



The following is a DFT calculation (the ωB97M-V functional and the def2-TZVPD basis) of C20H28NO3Re as an isolated structure in a non-equilibrium geometry.

Geometry as XYZ:
```
53
Properties=species:S:1:pos:R:3
O -0.212 -0.801 -4.087
C -0.480 0.495 -4.819
C -0.197 -0.100 -6.171
H 0.233 1.244 -4.459
H -1.520 0.799 -4.673
C -0.048 -1.439 -5.447
H 0.732 0.273 -6.595
H -1.029 -0.025 -6.870
C 1.316 -2.047 -5.631
H 2.073 -1.542 -5.024
H 1.605 -1.959 -6.689
H 1.284 -3.112 -5.386
C -1.172 -2.413 -5.720
H -2.130 -1.884 -5.803
H -1.238 -3.177 -4.931
H -0.977 -2.930 -6.671
Re -0.761 -1.233 -2.028
C -2.403 -1.520 -0.735
C -2.207 -0.113 -0.882
C -2.367 0.220 -2.271
H -2.045 0.592 -0.074
C -2.705 -0.991 -2.976
C -2.683 -2.074 -2.042
H -2.934 -3.106 -2.269
H -2.417 -2.057 0.205
H -2.308 1.212 -2.704
H -3.044 -1.065 -4.004
C 0.331 -2.483 -0.391
C -0.273 -3.240 -1.477
C 0.510 -2.984 -2.655
H -1.054 -3.986 -1.410
C 1.587 -2.099 -2.278
C 1.516 -1.870 -0.883
H 2.266 -1.362 -0.283
H 0.050 -2.553 0.651
H 0.396 -3.523 -3.590
H 2.347 -1.715 -2.948
O 2.384 2.996 -4.686
C 1.867 2.844 -3.346
C 0.641 3.761 -3.180
H 2.642 3.133 -2.607
H 1.631 1.784 -3.172
C 0.817 4.835 -4.287
H 0.590 4.185 -2.173
H -0.283 3.195 -3.370
C 1.976 4.305 -5.156
H 1.071 5.807 -3.850
H -0.095 4.963 -4.878
H 2.845 4.983 -5.079
H 1.703 4.205 -6.219
O 1.072 1.856 0.047
C 0.715 1.183 -0.869
N 0.381 0.535 -1.847
```

Properties
LUMO level (alpha / beta): -2.674 / -5.101 eV
ΔE to the lowest compared entry with this formula, charge and spin: 0.000 eV
E: -30945.8968 eV
frontier orbital gap (alpha / beta): 0.2762 / 0.2432 hartree
charge: +1
2S+1: 4



The following is a DFT calculation (the ωB97M-V functional and the def2-TZVPD basis) of one molecule with the formula C20H28O2 in a non-equilibrium geometry.

Geometry as XYZ:
```
50
Properties=species:S:1:pos:R:3
C 3.891 3.472 0.063
C 2.606 2.903 0.739
O 1.837 3.804 1.049
C 2.460 1.362 1.034
C 2.011 0.451 -0.190
C 3.439 -0.072 -0.567
C 3.704 -1.323 0.246
C 2.376 -1.690 0.886
C 1.333 -0.998 0.119
C -0.198 -0.960 0.565
C -0.727 -2.289 0.944
C -2.214 -2.196 1.199
C -3.062 -1.424 0.241
C -4.199 -1.949 -0.396
C -5.097 -1.114 -1.098
O -5.919 -1.603 -1.831
C -4.935 0.330 -0.887
C -3.464 0.722 -0.993
C -2.568 -0.051 0.038
C -1.089 -0.160 -0.385
C -0.437 1.255 -0.611
C 1.029 1.150 -1.126
H 4.259 4.367 0.465
H 3.578 3.551 -0.998
H 4.705 2.778 0.117
H 1.773 1.222 1.886
H 3.365 1.059 1.422
H 4.321 0.535 -0.520
H 3.435 -0.380 -1.590
H 4.356 -1.087 0.992
H 4.133 -2.035 -0.371
H 2.107 -1.380 1.896
H 2.318 -2.727 0.907
H 1.268 -1.641 -0.813
H -0.175 -0.379 1.490
H -0.574 -2.951 0.103
H -0.171 -2.608 1.866
H -2.284 -1.837 2.230
H -2.560 -3.227 1.157
H -4.504 -3.022 -0.362
H -5.474 0.862 -1.667
H -5.242 0.608 0.060
H -3.108 0.537 -2.075
H -3.489 1.758 -0.674
H -2.597 0.464 1.021
H -1.046 -0.668 -1.341
H -1.020 1.918 -1.190
H -0.448 1.779 0.387
H 1.017 0.639 -2.019
H 1.282 2.248 -1.417
```

Properties
LUMO level: 0.406 eV
ΔE to the lowest compared entry with this formula, charge and spin: 2.971 eV
E: -25287.1587 eV
frontier orbital gap: 0.3540 hartree
charge: 0